Formula: C4H11N2O
Source: the OMol25 dataset
Level of theory: wB97M-V/def2-TZVPD

Results
Energy above the lowest of the compared OMol25 structures with the same formula, charge and spin in kcal per mole: 27.2
Total charge: -1
Structure (SMILES): NCNCCC[O-]
LUMO in eV: 3.9
Energy in eV: -9353.30904
Largest force on an atom in Eh/bohr: 0.0224

Last column: Mulliken charge in e.
Atoms and positions in Å:
N: -0.406 -2.075 -2.349  -0.743
C: 0.198 -1.441 -1.163  -0.461
N: -0.465 -0.226 -0.760  -0.389
C: 0.410 0.857 -0.273  -0.702
C: 0.697 0.778 1.214  -0.441
C: -0.473 1.317 2.106  -0.258
O: -0.284 1.213 3.400  -0.846
H: -0.253 -1.458 -3.141  0.264
H: -1.411 -2.041 -2.205  0.262
H: 1.231 -1.192 -1.390  0.412
H: 0.212 -2.223 -0.393  0.296
H: -1.132 -0.375 -0.007  0.287
H: -0.101 1.796 -0.490  0.332
H: 1.310 0.888 -0.901  0.325
H: 0.916 -0.257 1.495  0.178
H: 1.606 1.331 1.505  0.323
H: -0.652 2.344 1.654  0.130
H: -1.405 0.763 1.697  0.032



Formula: C30H47MoN7O3P2S4Se
Source: the OMol25 dataset
Level of theory: wB97M-V/def2-TZVPD

Results
LUMO (alpha / beta) in eV: -0.6 / -0.9
⟨S²⟩: 2.07
Energy in eV: -177568.34178
Multiplicity: 3
Largest force on an atom in Eh/bohr: 0.0502

Last column: Mulliken charge in e.
Atoms and positions in Å:
Mo: 1.723 2.897 1.161  -0.425
S: -0.860 1.956 -1.756  -0.094
S: -2.855 1.402 -1.853  0.067
S: -3.111 0.688 -3.675  -0.255
S: -0.302 2.409 0.397  -0.181
C: 2.595 0.270 0.561  -0.988
N: 3.090 1.247 1.516  1.022
C: 4.439 1.720 1.146  -1.489
C: 3.114 0.657 2.834  -1.143
C: 1.870 1.054 3.597  1.006
C: 1.261 0.438 4.666  -0.898
C: 0.217 1.094 5.358  -0.579
C: -0.446 2.205 4.798  -0.851
C: -0.012 2.638 3.556  -0.105
C: 1.166 2.130 3.007  0.845
H: 3.374 -0.414 0.237  0.325
H: 2.279 0.662 -0.412  0.115
H: 1.766 -0.293 1.028  0.454
H: 5.021 0.805 1.084  0.412
H: 4.839 2.435 1.924  0.442
H: 4.441 2.221 0.197  0.297
H: 4.013 1.016 3.411  0.302
H: 3.141 -0.419 2.787  0.526
H: 1.618 -0.560 4.970  0.381
H: -0.191 0.732 6.301  0.366
H: -1.236 2.783 5.269  0.416
H: -0.599 3.358 3.029  0.434
C: -2.515 -6.288 -0.139  -0.826
N: -3.107 -4.912 0.131  0.272
C: -2.890 -4.324 1.479  -1.055
P: -3.742 -3.919 -1.058  0.233
O: -3.255 -2.521 -1.093  -0.731
O: -3.584 -4.806 -2.400  0.126
P: -2.336 -4.884 -3.440  0.051
O: -1.093 -5.416 -2.852  -0.901
N: -3.071 -5.850 -4.620  0.286
C: -4.507 -5.952 -4.711  -0.764
C: -2.327 -6.915 -5.249  -0.978
N: -2.228 -3.387 -4.104  0.382
C: -0.987 -2.613 -4.144  -0.782
C: -3.437 -2.607 -4.420  0.380
N: -5.392 -3.943 -1.025  0.393
C: -6.158 -5.093 -1.522  -0.730
C: -6.143 -2.759 -0.717  -1.032
H: -3.366 -6.982 -0.152  0.220
H: -1.902 -6.504 0.721  0.404
H: -1.913 -6.300 -1.070  0.242
H: -3.270 -3.314 1.522  0.299
H: -1.840 -4.293 1.826  0.380
H: -3.464 -4.804 2.297  0.338
H: -4.954 -4.922 -4.724  0.191
H: -4.996 -6.598 -3.957  0.232
H: -4.792 -6.398 -5.652  0.451
H: -1.291 -6.715 -5.505  0.292
H: -2.826 -7.218 -6.204  0.333
H: -2.236 -7.832 -4.620  0.308
H: -0.217 -3.147 -3.509  0.285
H: -1.195 -1.628 -3.670  0.184
H: -0.568 -2.458 -5.176  0.273
H: -4.235 -3.003 -3.847  0.115
H: -3.602 -2.594 -5.511  0.308
H: -3.323 -1.562 -4.090  -0.884
H: -5.670 -6.061 -1.295  0.204
H: -6.339 -5.030 -2.610  0.211
H: -7.183 -5.008 -1.109  0.352
H: -5.467 -2.015 -0.353  0.334
H: -6.959 -2.965 0.011  0.307
H: -6.718 -2.361 -1.609  0.311
Se: 2.795 3.578 -1.214  -0.242
C: 4.561 4.267 -0.907  -0.232
C: 4.971 4.787 0.304  0.150
C: 6.266 5.177 0.516  -0.501
C: 7.280 5.012 -0.442  -0.545
C: 6.857 4.430 -1.678  -0.568
C: 5.486 4.209 -1.945  -0.538
H: 4.282 4.929 1.135  0.489
H: 6.479 5.785 1.410  0.357
H: 8.285 5.338 -0.213  0.402
H: 7.571 4.291 -2.471  0.367
H: 5.170 3.819 -2.918  0.366
N: 1.317 7.141 1.848  -0.080
C: 1.137 5.967 1.200  -0.746
N: 1.648 4.939 1.842  0.452
C: 2.208 5.481 3.057  0.012
C: 2.851 4.904 4.145  0.067
C: 3.335 5.667 5.199  -0.948
C: 3.190 7.071 5.126  -0.367
C: 2.548 7.693 4.083  -1.044
C: 2.068 6.901 3.024  0.504
H: 1.152 8.052 1.421  0.283
H: 0.557 5.900 0.267  0.460
H: 2.954 3.827 4.133  0.250
H: 3.797 5.196 6.073  0.421
H: 3.641 7.663 5.916  0.392
H: 2.338 8.747 4.123  0.422



Formula: C34H34BCoN8O3PS
Source: the OMol25 dataset
Level of theory: wB97M-V/def2-TZVPD

Results
Total charge: +1
LUMO (alpha / beta) in eV: -2.5 / -4.7
⟨S²⟩: 2.10
Energy in eV: -112296.39654
Multiplicity: 3
Largest force on an atom in Eh/bohr: 0.0164

Last column: Mulliken charge in e.
Atoms and positions in Å:
Co: 0.551 -0.469 0.167  -0.593
C: -1.881 -3.440 -0.034  -1.028
C: -0.448 -3.368 -0.441  0.841
C: 0.399 -4.424 -0.782  -1.754
C: 1.631 -3.856 -1.008  -0.040
N: 1.532 -2.530 -0.828  1.760
N: 0.230 -2.226 -0.505  -0.757
B: 2.648 -1.415 -1.096  0.412
N: 1.951 -0.474 -2.133  0.900
C: 2.147 -0.097 -3.403  0.184
C: 1.122 0.759 -3.766  -1.667
C: 0.310 0.863 -2.634  0.580
C: -0.945 1.653 -2.440  -1.167
N: 0.820 0.120 -1.662  -0.055
N: 3.040 -0.412 0.085  1.794
C: 4.266 -0.141 0.560  -0.076
C: 4.170 0.902 1.450  -1.742
C: 2.815 1.237 1.499  0.839
C: 2.160 2.274 2.348  -1.072
N: 2.143 0.466 0.650  -0.703
N: 3.911 -2.142 -1.501  0.974
C: 4.662 -2.212 -2.632  -0.061
C: 5.705 -3.058 -2.390  -1.117
C: 5.528 -3.480 -1.051  0.465
C: 6.380 -4.413 -0.243  -1.287
N: 4.448 -2.930 -0.515  -1.065
H: -2.331 -4.352 -0.422  0.482
H: -2.452 -2.585 -0.400  0.159
H: -1.965 -3.464 1.054  0.147
H: 0.138 -5.467 -0.849  0.478
H: 2.563 -4.316 -1.291  0.531
H: 2.990 -0.459 -3.968  0.424
H: 0.978 1.248 -4.717  0.463
H: -1.190 2.193 -3.352  0.425
H: -0.832 2.382 -1.633  0.191
H: -1.788 0.999 -2.198  0.192
H: 5.129 -0.696 0.236  0.550
H: 4.969 1.362 2.007  0.469
H: 2.884 3.040 2.618  0.484
H: 1.787 1.829 3.273  0.164
H: 1.322 2.749 1.835  0.167
H: 4.402 -1.671 -3.528  0.258
H: 6.494 -3.333 -3.074  0.452
H: 7.226 -4.776 -0.824  0.383
H: 5.795 -5.269 0.094  0.280
H: 6.758 -3.909 0.647  0.281
O: 2.679 -1.580 3.321  -0.703
S: 1.440 -2.205 2.980  1.542
O: 1.419 -3.581 2.604  -0.708
O: 0.661 -1.355 1.951  -0.695
C: 0.336 -1.997 4.350  -0.587
C: 0.614 -2.676 5.531  -0.875
C: -0.234 -2.520 6.613  -0.842
C: -1.349 -1.691 6.515  -0.787
C: -1.619 -1.020 5.335  -0.011
C: -0.771 -1.170 4.233  -0.786
P: -1.105 -0.310 2.685  1.931
C: -1.167 1.459 3.106  0.810
C: -0.912 1.925 4.395  -0.267
C: -0.989 3.285 4.667  -0.789
C: -1.291 4.187 3.658  -0.611
C: -1.485 3.736 2.358  -0.650
C: -1.406 2.383 2.080  -0.348
C: -2.760 -0.842 2.158  0.728
C: -3.507 -1.772 2.878  -0.249
C: -4.779 -2.121 2.445  -0.790
C: -5.303 -1.570 1.285  -0.611
C: -4.540 -0.689 0.528  -0.632
C: -3.270 -0.340 0.952  -0.357
H: 1.486 -3.318 5.584  0.543
H: -0.029 -3.044 7.538  0.443
H: -2.011 -1.567 7.362  0.446
H: -2.491 -0.378 5.270  0.660
H: -0.646 1.241 5.190  0.477
H: -0.806 3.637 5.675  0.445
H: -1.359 5.245 3.880  0.412
H: -1.682 4.442 1.560  0.444
H: -1.510 2.050 1.059  0.050
H: -3.106 -2.235 3.770  0.488
H: -5.360 -2.832 3.019  0.446
H: -6.300 -1.840 0.959  0.414
H: -4.930 -0.287 -0.399  0.449
H: -2.666 0.304 0.331  0.023



Formula: C2HNS2
Source: the OMol25 dataset
Level of theory: wB97M-V/def2-TZVPD

Results
Energy above the lowest of the compared OMol25 structures with the same formula, charge and spin in kcal per mole: 19.8
Structure (SMILES): N#CC(=S)S
LUMO in eV: -1.9
Energy in eV: -25248.31895
Largest force on an atom in Eh/bohr: 0.1169

Last column: Mulliken charge in e.
Atoms and positions in Å:
N: -2.064 -1.238 -0.015  -0.277
C: -1.015 -0.840 -0.193  0.246
C: 0.165 -0.226 -0.146  0.184
S: 1.676 -0.912 -0.114  -0.162
S: -0.058 1.437 -0.153  -0.199
H: 1.296 1.779 0.621  0.207



Formula: C3H10BO3
Source: the OMol25 dataset
Level of theory: wB97M-V/def2-TZVPD

Results
Total charge: +1
LUMO in eV: -5.5
Energy in eV: -10082.20418
Largest force on an atom in Eh/bohr: 0.0458

Last column: Mulliken charge in e.
Atoms and positions in Å:
B: 0.872 0.045 -0.386  0.262
C: 0.615 1.566 -0.225  -0.659
C: -0.677 1.793 0.579  -0.441
C: -1.872 1.458 -0.236  0.436
O: -2.662 2.278 -0.636  -0.471
O: -1.946 0.132 -0.633  -0.472
H: 1.048 -0.474 -1.450  -0.109
H: 0.875 -0.631 0.605  -0.158
H: 0.566 2.068 -1.176  0.362
H: 1.439 1.990 0.336  0.309
H: -0.739 2.804 0.931  0.337
H: -0.648 1.149 1.448  0.295
H: -2.307 -0.370 0.096  0.343
O: 1.359 -3.247 0.244  -0.416
H: 0.693 -3.696 0.801  0.456
H: 1.124 -3.277 -0.707  0.467
H: 2.261 -3.587 0.410  0.458



Formula: H5N2OP
Source: the OMol25 dataset
Level of theory: wB97M-V/def2-TZVPD

Results
Energy above the lowest of the compared OMol25 structures with the same formula, charge and spin in kcal per mole: 76.1
Structure (SMILES): N[PH](N)=O
LUMO in eV: 0.5
Energy in eV: -14395.88794
Largest force on an atom in Eh/bohr: 0.1718

Last column: Mulliken charge in e.
Atoms and positions in Å:
N: 0.364 0.310 -1.226  -0.517
P: 0.299 -0.453 0.258  0.622
N: -0.859 0.258 1.112  -0.507
O: 0.059 -2.316 -0.172  -0.706
H: 0.740 -0.341 -1.893  0.235
H: 0.002 1.296 -1.370  0.255
H: 1.516 -0.283 1.055  0.085
H: -1.460 0.678 0.395  0.264
H: -0.663 0.850 1.840  0.269



- The highest largest force on an atom belongs to which entry?
  H5N2OP